Version a
58
Properties=species:S:1:pos:R:3 method="wB97M-V/def2-TZVPD" gap_ev=9.574 smiles="COCCOCC(=O)NC[C@@]1(OC)CCN(C(=O)CCCn2c(O)nnc2O)C1" multiplicity=1 e_homo_ev=-9.03
C -3.75461 6.45314 0.81357
O -2.84640 5.74611 0.00068
C -3.49307 5.03312 -1.02556
C -2.48086 4.16555 -1.72037
O -2.06305 3.13638 -0.82777
C -1.18768 2.19481 -1.44891
C -1.95054 0.93134 -1.85127
O -1.91056 0.49292 -2.99034
N -2.65311 0.40299 -0.83714
C -3.64767 -0.62654 -0.97870
C -5.05920 -0.09611 -1.29954
O -5.15991 0.43214 -2.60608
C -4.89726 -0.47127 -3.66813
C -6.08377 -1.19327 -0.97155
C -6.28830 -1.05346 0.53403
N -6.10043 0.38139 0.76693
C -6.48762 0.92704 1.92682
O -6.90146 0.21754 2.84885
C -6.49292 2.44848 2.04673
C -6.37609 2.92332 3.49638
C -4.93362 3.16922 3.95104
N -4.02184 2.15953 3.43713
C -3.22226 2.27229 2.34616
O -2.97923 3.46655 1.81873
N -2.80206 1.11356 1.94154
N -3.36966 0.15425 2.78418
C -4.08224 0.79936 3.64660
O -4.83044 0.31241 4.64373
C -5.48904 1.05044 -0.37602
H -3.17699 6.96490 1.57956
H -4.31686 7.19212 0.23097
H -4.46210 5.76850 1.29594
H -4.29508 4.40486 -0.61090
H -3.94497 5.71979 -1.75381
H -2.93347 3.71989 -2.61266
H -1.61712 4.76709 -2.02022
H -0.72278 2.61550 -2.33950
H -0.41084 1.94190 -0.72405
H -2.53100 0.77456 0.10576
H -3.34699 -1.32826 -1.75767
H -3.68443 -1.17512 -0.03589
H -5.23052 0.02454 -4.57724
H -3.83128 -0.68421 -3.75668
H -5.46374 -1.40074 -3.55139
H -7.00998 -0.97803 -1.50852
H -5.74560 -2.19232 -1.24690
H -7.27888 -1.35561 0.86886
H -5.55780 -1.62408 1.11307
H -5.72789 2.89812 1.41062
H -7.45536 2.76311 1.63269
H -6.92966 3.85359 3.63179
H -6.84329 2.17473 4.13475
H -4.56069 4.12332 3.58130
H -4.87387 3.17956 5.03810
H -2.50672 3.37300 0.96220
H -5.64238 -0.05540 4.24407
H -4.64067 1.66822 -0.08183
H -6.20886 1.66724 -0.92000

---

Version b
58
Properties=species:S:1:pos:R:3 method="wB97M-V/def2-TZVPD" gap_ev=9.607 smiles="COCCOCC(=O)NC[C@@]1(OC)CCN(C(=O)CCCn2c(O)nnc2O)C1" multiplicity=1 e_homo_ev=-9.07
C 2.53507 -1.88950 -3.38168
O 1.34122 -2.49942 -2.94811
C 0.31881 -1.55985 -2.72763
C -0.86285 -2.24901 -2.10239
O -0.48343 -2.78135 -0.83533
C -1.60025 -3.31954 -0.13688
C -2.54130 -2.20424 0.32737
O -3.72598 -2.18812 0.03403
N -1.90002 -1.26667 1.04422
C -2.44737 0.01524 1.39943
C -2.22581 1.10726 0.33502
O -2.99748 0.89227 -0.83072
C -4.40618 0.87512 -0.65494
C -2.42018 2.48408 0.99071
C -1.06988 2.76218 1.64557
N -0.11992 2.10464 0.74351
C 1.19033 2.35746 0.83909
O 1.63131 3.06429 1.75227
C 2.11484 1.84115 -0.25737
C 3.55153 1.65928 0.22865
C 3.83944 0.25789 0.77247
N 2.73679 -0.27546 1.55640
C 1.82413 -1.19262 1.14821
O 2.00328 -1.86921 0.01872
N 0.82562 -1.26953 1.97432
N 1.05347 -0.33184 2.98249
C 2.17840 0.24103 2.70938
O 2.79872 1.20254 3.40183
C -0.77739 1.17359 -0.16565
H 3.27105 -2.67662 -3.52669
H 2.38892 -1.35449 -4.32748
H 2.90790 -1.18374 -2.62950
H 0.67866 -0.75873 -2.06653
H -0.00055 -1.09465 -3.67038
H -1.67691 -1.52385 -1.98180
H -1.21147 -3.06414 -2.74470
H -2.16456 -4.00434 -0.77252
H -1.20344 -3.86202 0.72170
H -0.93354 -1.43705 1.32958
H -3.51698 -0.07757 1.59161
H -1.97174 0.32646 2.33131
H -4.83705 0.93313 -1.65213
H -4.73871 -0.05106 -0.18474
H -4.74596 1.74062 -0.07758
H -2.62925 3.21761 0.20927
H -3.23424 2.50270 1.71526
H -0.83188 3.82126 1.72298
H -0.99279 2.33311 2.64768
H 1.72534 0.93166 -0.71815
H 2.07910 2.61440 -1.03105
H 4.24939 1.84108 -0.59014
H 3.75397 2.41076 0.99030
H 3.98927 -0.44882 -0.04275
H 4.74104 0.26344 1.38345
H 1.17317 -2.34402 -0.21610
H 2.46155 2.06233 3.06744
H -0.30167 0.19321 -0.14884
H -0.79356 1.54764 -1.19249

---

Least stable of them? version a.